Density functional theory data (ωB97M-V/def2-TZVPD) for a gas-phase ion, C19H23F5N5O (charge +1) in a non-equilibrium geometry.

Results
**Gap between HOMO and LUMO**: 7.9 eV
**Largest force on an atom**: 8.16 eV/A
**Electronic energy**: -1585.156172 hartree

```
! wB97M-V def2-TZVPD RIJCOSX def2/J DEFGRID3
* xyz 1 1
C -0.59879 4.91797 0.01201
C -1.76405 4.44008 -1.03750
N -2.57974 3.24639 -0.59375
C -1.72852 2.05509 -0.21488
C -0.92075 1.36500 -1.48430
C -0.76832 -0.24938 -1.07446
N -0.69782 -0.71293 0.39581
C -0.61201 -2.22140 0.28672
C -0.56329 -3.13803 1.66207
F -0.58291 -4.60367 1.33760
F -1.75692 -2.71049 2.47150
C 0.75916 -2.68374 2.54353
C 0.54437 -2.54138 4.17436
C 1.82477 -2.10474 5.10048
C 3.28273 -1.85647 4.37812
C 3.48435 -2.00085 2.74838
C 4.91708 -1.74451 1.95508
F 4.78878 -0.72945 0.84411
F 5.28591 -3.06118 1.34496
F 5.98646 -1.34581 2.90375
C 2.19535 -2.40401 1.79403
N -0.60268 -2.60638 -1.17647
N -0.68342 -1.46593 -1.99366
N -0.73110 -1.48923 -3.37875
C 0.49962 -1.74010 -3.93752
C 1.14005 -0.62740 -5.00642
C 1.42300 -3.08365 -3.67455
C -3.61439 3.59226 0.45352
C -4.96412 2.60566 0.49379
O -3.53729 4.56535 1.36450
H 0.50586 4.79138 -0.42253
H -0.70180 6.08957 0.21664
H -0.68058 4.40227 1.08038
H -1.29925 4.32559 -2.12803
H -2.52491 5.35432 -1.13133
H -2.48784 1.21556 0.16454
H -0.98478 2.23419 0.67071
H 0.18326 1.77016 -1.54694
H -1.43979 1.52393 -2.52143
H -0.71867 -0.10663 1.25492
H -0.48091 -2.74445 4.70725
H 1.68000 -1.98067 6.26826
H 4.18412 -1.53817 5.05709
H 2.23475 -2.51932 0.63022
H 2.29759 -0.58916 -4.74905
H 0.60845 0.41307 -4.94314
H 1.07576 -1.04649 -6.11806
H 1.75178 -3.12492 -2.53508
H 0.80059 -4.05362 -3.88127
H 2.42803 -3.07127 -4.31864
H -5.89553 3.16849 0.95196
H -5.19613 2.15664 -0.58595
H -4.76550 1.66247 1.18741
*
```